(1)
{"formula": "C30H32F3IrN4O5", "method": "ωB97M-V/def2-TZVPD", "de_lowest_ev": 3.166, "spin_multiplicity": 2, "lumo_ev": [-5.211, -5.346], "s_squared": 0.778, "orbital_gap_ha": [0.191, 0.178], "charge": 1, "symbols": ["Ir", "O", "C", "O", "C", "C", "C", "C", "C", "O", "C", "C", "O", "O", "H", "H", "H", "H", "H", "H", "H", "H", "C", "N", "C", "C", "C", "C", "C", "C", "C", "N", "C", "C", "C", "C", "C", "C", "N", "C", "C", "H", "H", "H", "H", "H", "H", "H", "H", "H", "H", "H", "H", "H", "H", "H", "H", "H", "H", "H", "H", "F", "C", "F", "F", "C", "C", "C", "N", "C", "C", "H", "H", "H", "H"], "xyz": [[-0.08369, 0.00502, -0.00196], [-1.74933, -1.43505, 3.60734], [-0.79322, -1.25308, 2.88802], [-0.64896, -1.43778, 1.63022], [0.54285, -0.73380, 3.60170], [1.76927, -1.08879, 2.74892], [3.03221, -0.82027, 3.58770], [3.08127, 0.72796, 3.57481], [1.83698, 1.05832, 2.73181], [1.80535, -0.02340, 1.77840], [0.59457, 0.79236, 3.59644], [-0.70027, 1.39554, 2.87927], [-1.60945, 1.73612, 3.60071], [-0.57844, 1.47383, 1.60640], [0.50963, -1.19445, 4.58525], [1.73142, -2.05751, 2.25823], [2.94513, -1.22800, 4.59202], [3.90584, -1.26300, 3.10853], [3.01301, 1.15953, 4.57044], [3.98371, 1.10763, 3.09497], [1.85483, 2.02026, 2.22653], [0.60967, 1.25467, 4.57957], [-0.77258, 2.12692, -2.58658], [-0.67863, 2.10536, -1.11962], [0.32394, 3.08182, -0.65561], [-1.98861, 2.34366, -0.55345], [-2.49560, 3.61511, -0.40423], [-3.73764, 3.81036, 0.18857], [-4.44121, 2.72293, 0.68797], [-3.96705, 1.44381, 0.49947], [-2.76547, 1.21760, -0.19919], [-2.21809, 0.00106, -0.48925], [-2.82900, -1.20412, -0.44056], [-4.21681, -1.44513, -0.36038], [-4.68732, -2.70114, -0.05305], [-3.80060, -3.75732, 0.12627], [-2.44818, -3.57632, -0.14216], [-1.96759, -2.33102, -0.47752], [-0.63736, -2.11562, -0.98554], [-0.71883, -2.09120, -2.45819], [0.36557, -3.09576, -0.54855], [-1.18155, 3.08161, -2.93076], [0.21730, 2.00820, -3.02002], [-1.42584, 1.32492, -2.92967], [0.23343, 4.03702, -1.18002], [0.19158, 3.23701, 0.41168], [1.31963, 2.67987, -0.84418], [-1.92752, 4.47855, -0.72336], [-4.13637, 4.80966, 0.28967], [-5.35927, 2.87948, 1.23614], [-4.48530, 0.61444, 0.95255], [-4.91883, -0.65148, -0.56148], [-5.74947, -2.86992, 0.05271], [-4.16742, -4.73455, 0.40513], [-1.79029, -4.43235, -0.10495], [-1.13508, -3.02851, -2.83931], [-1.36293, -1.27654, -2.78486], [0.27486, -1.96891, -2.87777], [0.23937, -4.05161, -1.06350], [1.35737, -2.70443, -0.77113], [0.27205, -3.24208, 0.52411], [5.13566, 0.30457, -5.08447], [5.37023, -0.06577, -3.82094], [5.88877, -1.30247, -3.84921], [6.30120, 0.75192, -3.31639], [4.11169, -0.03959, -2.98736], [2.86233, -0.02632, -3.58762], [1.74524, -0.02281, -2.77330], [1.80560, -0.01843, -1.43830], [3.01994, -0.02053, -0.87196], [4.19426, -0.03622, -1.60446], [2.76549, -0.00452, -4.66309], [0.76317, -0.02106, -3.21911], [3.04508, -0.00571, 0.20980], [5.15430, -0.03051, -1.10834]], "forces_ev_per_angstrom": [[-5.8008, -1.1471, 3.2418], [-0.1909, -0.4518, -1.2550], [2.0506, 1.4649, 3.3884], [-0.3366, 0.1526, -3.6009], [-1.3177, -1.1695, -1.1651], [0.2047, -0.4286, 1.0429], [0.0034, 0.0095, -0.3523], [-0.0106, -0.0185, -0.3535], [0.2197, 0.4221, 1.0228], [-0.0571, -0.0048, -0.4980], [-1.2224, 1.1916, -1.1551], [2.0794, -1.3393, 3.2289], [-0.2289, 0.3770, -1.2240], [-0.4520, 0.0781, -3.5006], [0.3277, 0.1307, 0.0773], [-0.0124, 0.0829, -0.0836], [-0.0264, -0.0696, -0.0292], [0.0420, 0.0564, 0.0671], [-0.0028, 0.0542, -0.0171], [0.0280, -0.0552, 0.0505], [-0.0248, -0.0822, -0.0939], [0.2609, -0.1127, 0.0452], [0.0182, -0.0087, -0.2091], [0.8623, -0.7271, -0.0312], [0.2280, 0.0758, 0.1357], [-0.8923, -0.3109, 0.0644], [0.0120, 0.0526, -0.1935], [-0.1280, -0.1981, 0.1135], [-0.0018, 0.4375, -0.1886], [0.6088, -0.4666, -0.0653], [-0.4218, 1.4563, 0.6180], [3.5863, 0.6801, 0.0024], [-0.3572, -1.8809, 0.3341], [0.4451, 0.4840, -0.0521], [0.2347, -0.5897, -0.0279], [-0.1410, 0.1361, -0.1176], [-0.0570, -0.1920, -0.1999], [-1.2352, 0.2969, 0.3376], [1.2015, 1.6180, -0.0485], [0.0069, -0.1139, -0.3142], [0.1516, -0.1582, 0.2316], [-0.0275, -0.0237, 0.0826], [0.0193, 0.0648, 0.0256], [-0.0207, -0.0149, 0.0608], [-0.0798, -0.0659, -0.0262], [0.0317, -0.0276, -0.0502], [0.0066, 0.0305, -0.0665], [0.0576, -0.0159, -0.0033], [0.0744, 0.0321, 0.0975], [-0.0248, -0.0255, -0.0114], [-0.0067, -0.0124, -0.0076], [0.0372, 0.0780, 0.1615], [-0.0276, 0.0512, -0.0208], [0.0240, -0.0066, 0.0392], [0.0616, -0.0031, 0.0106], [-0.0099, -0.0079, 0.1581], [-0.0055, 0.0419, 0.0809], [0.0154, -0.1001, 0.0492], [-0.0461, 0.0574, -0.0276], [-0.0041, -0.0335, -0.0942], [-0.0071, 0.0288, -0.0406], [-0.0656, 0.0086, 0.0731], [0.2787, -0.0593, -0.1844], [-0.0852, 0.0346, 0.0587], [-0.0846, -0.0072, 0.0421], [-0.1504, 0.0695, 0.0581], [0.1665, -0.0035, 0.1361], [-0.1407, 0.0556, -0.1714], [0.2641, 0.1263, 0.4149], [0.3173, 0.0003, 0.1354], [-0.0714, -0.0007, -0.2241], [-0.0750, -0.0362, -0.0055], [-0.0181, 0.0573, 0.0391], [-0.0338, -0.0167, -0.0883], [-0.0240, -0.0084, 0.0728]], "mulliken_charge": [3.94, -0.65, -0.24, -0.49, 0.00, -0.30, -0.96, -0.99, -0.31, -0.43, -0.07, -0.26, -0.65, -0.56, 0.62, 0.50, 0.43, 0.31, 0.43, 0.32, 0.56, 0.61, -1.41, 0.72, -1.16, 0.30, -0.37, -0.90, -1.04, -1.05, 0.03, 0.66, 0.42, -1.40, -0.71, -0.98, -0.43, 0.27, 1.01, -1.47, -1.35, 0.38, 0.60, 0.23, 0.53, 0.34, 0.17, 0.42, 0.41, 0.43, 0.79, 0.87, 0.44, 0.45, 0.44, 0.39, 0.21, 0.67, 0.50, 0.19, 0.36, -0.26, 0.72, -0.23, -0.25, 0.29, -1.74, -1.01, 0.17, -0.57, -1.09, 0.53, 1.42, 0.70, 0.60]}

(2)
{"formula": "C4H9N2O", "method": "ωB97M-V/def2-TZVPD", "de_lowest_ev": 6.649, "lumo_ev": [-6.176, -6.177], "orbital_gap_ha": [0.271, 0.271], "charge": 1, "symbols": ["C", "C", "C", "C", "N", "N", "O", "H", "H", "H", "H", "H", "H", "H", "H", "H"], "xyz": [[-2.25952, -0.74134, 0.39126], [-0.95886, -0.97058, 0.99879], [-0.98967, 0.16908, 0.05787], [-0.50268, 0.02888, -1.24740], [3.08182, 1.12673, -0.49261], [2.00243, 0.57323, -0.05981], [1.81789, 0.41102, 1.12573], [-2.79375, -1.45958, -0.26455], [-2.92300, -0.11287, 1.00707], [-0.79608, -0.60238, 2.11538], [-0.35142, -1.83657, 0.75847], [-1.11178, 1.12363, 0.49150], [-0.68356, 0.95732, -1.76983], [-0.60185, -0.96117, -1.65338], [3.12812, 0.94210, -1.47709], [3.94191, 1.35250, 0.01861]], "forces_ev_per_angstrom": [[-0.9740, -1.0252, 1.0901], [0.1280, -0.5337, 3.7565], [1.4358, 0.3581, -1.7484], [-3.1249, 0.8187, 2.1155], [0.8240, 0.0225, -0.7816], [-1.4392, -0.7368, 0.9387], [0.3993, 0.4180, -0.4804], [0.9102, 0.7772, 0.0740], [0.2007, -0.2555, -0.6897], [-0.4231, -0.8802, -2.5661], [-0.1583, 0.1367, -0.2242], [0.1506, 0.9780, 0.1115], [1.2174, -0.0873, -0.9821], [0.9587, -0.2217, -0.6188], [0.5106, 0.4787, -0.3723], [-0.6159, -0.2474, 0.3774]], "mulliken_charge": [-0.44, -0.27, 0.01, -0.57, -0.45, 0.45, -0.44, 0.29, 0.24, 0.23, 0.26, 0.47, 0.35, 0.33, 0.26, 0.28]}

(3)
{"formula": "H24O12", "method": "ωB97M-V/def2-TZVPD", "de_lowest_ev": 5.539, "smiles": "O.O.O.O.O.O.O.O.O.O.O.O", "lumo_ev": -0.146, "orbital_gap_ha": 0.369, "symbols": ["O", "H", "H", "O", "H", "H", "O", "H", "H", "O", "H", "H", "O", "H", "H", "O", "H", "H", "O", "H", "H", "O", "H", "H", "O", "H", "H", "O", "H", "H", "O", "H", "H", "O", "H", "H"], "xyz": [[-2.71882, 1.51809, -1.46147], [-2.23256, 2.18026, -1.29991], [-2.19736, 0.79137, -1.46466], [-3.12239, 1.28591, 1.00855], [-3.95763, 1.48410, 0.67206], [-3.36461, 0.47477, 1.53816], [2.61006, -0.43987, -3.21651], [2.42497, -0.60223, -2.35171], [3.20445, 0.24925, -3.47324], [-1.85355, 4.09337, 1.65128], [-2.69028, 3.83370, 1.96996], [-1.41433, 3.30303, 1.59777], [1.12385, -0.66589, -0.33290], [0.82847, -1.60475, -0.25007], [1.24614, -0.22360, -1.14037], [0.03663, 1.00923, -3.73332], [0.82935, 0.98004, -4.25828], [-0.21065, 0.08959, -3.61331], [-0.24082, -4.05509, 0.60287], [0.51422, -3.46924, 0.32927], [-0.72904, -3.57720, 1.29117], [0.11476, 2.28545, 1.22047], [-0.26830, 1.55178, 0.81189], [1.05475, 1.96417, 1.65481], [-1.96804, -1.90011, 2.10164], [-1.76793, -2.50851, 2.90336], [-1.11020, -1.20000, 1.88761], [2.29856, -2.36999, 2.47358], [3.11112, -2.36826, 2.83056], [2.31975, -3.07285, 1.80830], [0.30366, -2.80424, -1.73635], [1.01620, -3.43515, -2.08791], [-0.29262, -2.75547, -2.57763], [3.07435, 2.34638, 1.38044], [2.89974, 3.29264, 1.32941], [3.52034, 2.19670, 2.22658]], "forces_ev_per_angstrom": [[-8.1309, -4.3596, -2.7941], [5.7496, 8.0094, 1.9608], [2.3847, -3.4581, 0.0710], [1.2332, -2.3012, 2.8028], [-1.9647, 0.9367, -1.4699], [0.8197, 1.0972, -0.5096], [-0.2827, -0.7022, -4.7624], [0.1250, -0.0639, 3.7787], [0.4962, 0.5442, 0.8866], [-0.7947, 3.5654, -0.1574], [-1.6409, -0.2100, 0.5332], [2.3144, -3.0648, -0.3123], [-0.0651, -0.8383, 3.6804], [0.3412, 1.7502, -1.6794], [-0.5662, -0.0851, -1.7845], [-0.6540, 0.2247, 0.3433], [0.4952, -0.1517, -0.2005], [0.0561, -0.0629, -0.0629], [1.1861, 0.5350, 0.1238], [-1.5254, -0.9464, 0.4803], [0.1389, 0.1239, -0.3509], [4.3032, 0.7598, 2.7248], [-0.6736, -2.1027, -1.0174], [-3.4323, 1.0143, -1.9774], [3.5620, 1.3558, 0.5053], [0.0218, 2.0474, -1.8653], [-3.5072, -3.3113, 1.4803], [-4.5547, -0.3825, -2.3182], [4.5681, 0.1116, 2.0757], [-0.0555, 0.1963, 0.3083], [0.1505, -1.4814, -3.9101], [-1.3670, 1.2676, 0.8611], [1.3362, -0.0056, 2.4465], [-0.0148, -0.1921, 0.3370], [0.0308, 0.0060, 0.0458], [-0.0831, 0.1741, -0.2737]], "mulliken_charge": [-0.53, 0.26, 0.25, -0.49, 0.28, 0.25, -0.57, 0.27, 0.31, -0.58, 0.31, 0.34, -0.47, 0.23, 0.25, -0.58, 0.28, 0.29, -0.58, 0.23, 0.35, -0.76, 0.27, 0.39, -0.73, 0.35, 0.37, -0.55, 0.26, 0.30, -0.61, 0.32, 0.28, -0.66, 0.34, 0.32]}

(4)
{"formula": "C5H12NSe", "method": "ωB97M-V/def2-TZVPD", "de_lowest_ev": 0.924, "smiles": "C=C(C)[NH2+]CC[SeH]", "lumo_ev": -3.171, "orbital_gap_ha": 0.359, "charge": 1, "symbols": ["C", "C", "C", "N", "C", "C", "Se", "H", "H", "H", "H", "H", "H", "H", "H", "H", "H", "H", "H"], "xyz": [[-1.69653, -1.18156, 0.61081], [-1.30678, 0.06005, 0.61398], [-2.14775, 1.21166, 0.29569], [0.17167, 0.33170, 0.63072], [0.92982, -0.15260, -0.65458], [2.41898, 0.03894, -0.76081], [3.41124, -0.94627, 0.70355], [-2.64637, -1.54943, 0.29774], [-1.00084, -2.05803, 0.90119], [-3.08361, 1.23725, 1.00699], [-2.61273, 1.11790, -0.77825], [-1.76856, 2.21105, 0.25423], [0.79981, -0.09060, 1.33630], [0.31111, 1.43881, 0.61601], [0.44965, 0.41257, -1.42014], [0.53921, -1.16439, -0.70755], [2.80817, -0.35119, -1.66400], [2.60893, 1.16730, -0.71764], [2.77398, -2.35159, 0.37944]], "forces_ev_per_angstrom": [[1.7718, -3.2022, 0.8414], [1.4707, 0.2678, -0.6515], [-4.2366, 0.3295, -1.2403], [2.1111, 3.0681, -0.7098], [-1.6739, -0.4036, -0.0372], [-0.1026, 1.2766, 2.3802], [-1.1960, -0.8384, -0.6376], [-0.8498, 0.3624, 0.2581], [-0.9078, 1.6798, -0.6412], [1.8716, -0.0045, -1.3173], [0.7927, -0.1303, 1.8973], [0.8581, 0.4444, 0.4799], [-0.7681, 0.2642, 0.6259], [-0.2873, -2.9851, 0.6411], [-0.4073, 0.3111, -0.8676], [0.5418, -0.2713, -0.3153], [0.0049, -0.2389, -1.0504], [0.2952, -1.6506, 0.1245], [0.7115, 1.7210, 0.2199]], "mulliken_charge": [-0.84, 0.70, -1.32, -0.13, -0.77, -0.83, -0.10, 0.32, 0.27, 0.33, 0.30, 0.41, 0.40, 0.44, 0.41, 0.48, 0.42, 0.39, 0.14]}

(5)
{"formula": "C3H4AlO3", "method": "ωB97M-V/def2-TZVPD", "de_lowest_ev": 0.000, "spin_multiplicity": 2, "lumo_ev": [-0.554, -2.344], "s_squared": 0.755, "orbital_gap_ha": [0.295, 0.262], "symbols": ["O", "C", "C", "O", "O", "C", "H", "H", "H", "H", "Al"], "xyz": [[1.28668, -0.41789, 0.57552], [0.60753, -1.20428, 1.41676], [0.03384, 1.16280, -0.27386], [0.67548, -1.04469, 2.64470], [-0.27384, -1.95545, 0.82995], [-0.79383, 0.60928, -1.24529], [-0.36811, 1.29741, 0.73581], [0.88718, 1.76184, -0.60295], [-1.79853, 0.28214, -0.95288], [-0.61314, 0.86643, -2.29350], [0.35673, -1.35758, -0.83427]], "forces_ev_per_angstrom": [[0.5556, -1.1673, -1.9941], [-0.0601, 2.1754, 5.0801], [-1.6408, 0.5914, -0.8736], [0.1776, -0.6796, -2.1862], [-0.2580, -0.9279, -2.6051], [0.5377, 0.1881, 0.4838], [0.6140, -0.2280, -0.2763], [-0.0799, -0.4735, 0.4681], [0.3590, 0.0691, -0.1963], [-0.0389, -0.3524, 0.3157], [-0.1662, 0.8048, 1.7840]], "mulliken_charge": [-0.51, 0.84, -0.18, -0.62, -0.41, -0.73, 0.25, 0.25, 0.33, 0.35, 0.44]}

(6)
{"formula": "C10H19BNO", "method": "ωB97M-V/def2-TZVPD", "lumo_ev": 3.323, "orbital_gap_ha": 0.271, "charge": -1, "symbols": ["C", "O", "C", "B", "C", "C", "C", "C", "N", "C", "C", "C", "C", "H", "H", "H", "H", "H", "H", "H", "H", "H", "H", "H", "H", "H", "H", "H", "H", "H", "H", "H"], "xyz": [[-2.00168, 2.23423, 0.44945], [-2.26931, 1.07910, -0.36636], [-3.38165, 0.26948, 0.13794], [-2.80707, -1.22165, 0.57042], [-1.36984, -1.10313, 1.37960], [-0.08747, -1.38708, 0.40765], [1.24431, -1.32683, 1.31401], [2.30708, -0.19428, 0.89670], [2.44244, 0.03608, -0.56892], [2.36210, 1.40750, -1.01229], [2.55712, 1.57657, -2.55049], [2.76028, 0.07273, -2.94160], [2.68879, -0.86073, -1.67970], [-2.88096, 2.59316, 1.08537], [-1.06407, 2.13964, 1.11400], [-1.76602, 3.10378, -0.28627], [-4.01603, 0.77135, 0.94983], [-4.09604, 0.11031, -0.76793], [-2.63074, -1.81729, -0.45794], [-3.65727, -1.75184, 1.24123], [-1.39082, -1.90685, 2.22019], [-1.26657, -0.07113, 1.88747], [-0.21028, -2.49317, 0.08136], [-0.08291, -0.70534, -0.50665], [1.75432, -2.35381, 1.41694], [0.89340, -1.05648, 2.38599], [3.33482, -0.53466, 1.31697], [2.07289, 0.80329, 1.39768], [2.20628, 2.28636, -0.29735], [2.56950, 2.52676, -3.17741], [2.97176, -0.23989, -4.03005], [2.81363, -1.98618, -1.60982]], "forces_ev_per_angstrom": [[0.5799, 1.0750, -1.0196], [-0.5507, 1.7274, 1.7003], [-1.1363, -1.0649, -0.8465], [0.1428, 1.1018, 0.1617], [0.6323, -0.3055, 0.0687], [-0.5687, -0.9122, 1.6200], [-0.1712, 0.5542, 0.2742], [0.6666, -1.3327, 1.0120], [0.1772, 2.1883, -2.4818], [0.6087, -0.1487, -3.5282], [0.0034, -5.1670, 4.4068], [-0.2100, 0.6163, 2.6674], [-0.0843, 4.5080, -2.2210], [1.0235, -0.7615, -0.7598], [-1.3572, -0.1973, -0.7755], [-0.2950, -1.1998, 1.1440], [1.0950, -0.1072, -0.9386], [0.9184, 0.5108, 1.3267], [0.0935, -0.5418, -0.4661], [-0.4221, -0.3872, 0.3104], [0.4780, 1.2473, -1.1750], [0.1334, -1.4117, -0.6036], [0.1688, 1.9177, 0.1558], [0.0426, -0.8839, 1.3399], [-0.6011, 1.5273, -0.4171], [0.7015, -0.4242, -1.6982], [-1.4995, 0.6816, -0.7400], [0.1339, -1.3692, -0.9623], [0.1597, -1.8603, -0.9282], [-0.0803, -1.7127, 1.1243], [-0.4437, 0.2090, 2.1479], [-0.3394, 1.9230, 0.1013]], "mulliken_charge": [-0.51, -0.30, -0.57, 0.37, -0.88, -0.04, -0.61, -0.64, 0.27, -0.07, -0.58, -0.36, -0.39, 0.27, 0.12, 0.21, 0.24, 0.03, -0.25, -0.26, 0.15, 0.13, 0.12, 0.26, 0.33, 0.35, 0.20, 0.30, 0.22, 0.31, 0.28, 0.31]}